The following is a DFT calculation (ωB97M-V/def2-TZVPD) of an isolated molecule of C23H22N2O5S.

HOMO energy	-9.037	eV
LUMO	-0.009	hartree
SMILES	O=C(CCCN1C(=O)c2ccccc2C1=O)O[C@H]1CSC[C@H]1NC(=O)c1ccccc1

Geometry as ORCA input:
```
! wB97M-V def2-TZVPD RIJCOSX def2/J DEFGRID3
* xyz 0 1
O -0.8001 1.8747 3.8845
C -0.7175 0.8746 3.2252
C -1.8619 0.1977 2.5279
C -1.7122 -1.3143 2.3923
C -2.7592 -1.8926 1.4409
N -2.5394 -1.4635 0.0776
C -3.2838 -0.4678 -0.5447
O -4.1901 0.1356 -0.0316
C -2.7517 -0.3870 -1.9263
C -3.1299 0.4030 -2.9906
C -2.4869 0.1970 -4.2077
C -1.5098 -0.7754 -4.3467
C -1.1192 -1.5628 -3.2679
C -1.7440 -1.3462 -2.0591
C -1.5730 -2.0161 -0.7479
O -0.7879 -2.8704 -0.4191
O 0.4549 0.2488 2.9854
C 1.6209 0.9665 3.3444
C 2.7921 0.0102 3.5181
S 4.3014 0.9587 3.1079
C 3.3811 2.4576 2.5928
C 2.0015 1.9560 2.2182
N 2.0428 1.2923 0.9385
C 0.9855 1.1978 0.0955
O -0.1002 1.6943 0.3212
C 1.3199 0.4896 -1.1755
C 2.0077 -0.7186 -1.1860
C 2.3459 -1.3097 -2.3900
C 2.0170 -0.6909 -3.5849
C 1.3141 0.5028 -3.5777
C 0.9523 1.0845 -2.3771
H -1.8783 0.6619 1.5351
H -2.7902 0.4661 3.0333
H -0.7210 -1.5570 2.0083
H -1.8250 -1.7881 3.3686
H -3.7619 -1.5614 1.7224
H -2.7098 -2.9850 1.4588
H -3.9026 1.1472 -2.8786
H -2.7633 0.7981 -5.0613
H -1.0439 -0.9272 -5.3088
H -0.3599 -2.3219 -3.3683
H 1.4288 1.5335 4.2645
H 2.7031 -0.8294 2.8289
H 2.8773 -0.3667 4.5348
H 3.3413 3.1524 3.4306
H 3.9080 2.9146 1.7585
H 1.2552 2.7553 2.1573
H 2.8936 0.7969 0.7155
H 2.2567 -1.2124 -0.2578
H 2.8731 -2.2519 -2.3945
H 2.3022 -1.1443 -4.5229
H 1.0494 0.9827 -4.5080
H 0.3974 2.0103 -2.3540
*
```


The following is a DFT calculation (ωB97M-V/def2-TZVPD) of a cluster of 2 separate species, C30H55F3N2O3 in total.

HOMO energy	-8.232	eV
LUMO	0.025	hartree
SMILES	CCCCCCCCCCN(CC)C[C@@](OCCCCCCCOC)(c1cccnc1)C(F)(F)F.CCO

Geometry as ORCA input:
```
! wB97M-V def2-TZVPD RIJCOSX def2/J DEFGRID3
* xyz 0 1
C -3.4201 -2.3830 -2.2737
C -2.5376 -3.0855 -1.2444
C -3.0514 -3.0130 0.2080
C -3.7287 -1.7027 0.6028
C -2.7274 -0.5390 0.6928
C -3.3030 0.8419 0.3835
C -2.2879 1.8047 -0.2364
C -2.0254 1.4660 -1.7066
C -0.8749 2.2482 -2.3476
C 0.5412 1.8642 -1.9190
N 1.1032 0.6247 -2.4583
C 0.7455 0.2271 -3.8047
C -0.5473 -0.5965 -3.9709
C 1.3926 -0.4546 -1.5411
C 2.8878 -0.5482 -1.1106
O 3.1627 -1.6397 -0.2528
C 2.1995 -2.5948 0.1659
C 1.3146 -2.1529 1.3317
C 0.9824 -3.2878 2.3130
C 0.5746 -2.7551 3.6931
C 1.7817 -2.3725 4.5567
C 1.4097 -1.7578 5.9098
C 0.9149 -0.3255 5.7947
O 0.4807 0.1229 7.0707
C 0.9211 1.4136 7.4128
C 3.7962 -0.6648 -2.3411
C 4.0913 0.3960 -3.2071
C 4.8929 0.1506 -4.3195
C 5.3565 -1.1488 -4.5358
N 5.0825 -2.1658 -3.7315
C 4.3368 -1.9213 -2.6610
C 3.3065 0.6419 -0.2180
F 2.4946 0.7327 0.8545
F 4.5605 0.4959 0.2333
F 3.2740 1.8387 -0.8187
H -3.0615 -2.5851 -3.2852
H -3.4290 -1.2997 -2.1365
H -4.4493 -2.7463 -2.2118
H -1.5154 -2.6938 -1.3054
H -2.4588 -4.1407 -1.5256
H -2.1973 -3.1597 0.8762
H -3.7314 -3.8498 0.3903
H -4.5231 -1.4440 -0.1009
H -4.2210 -1.8477 1.5709
H -2.2818 -0.5390 1.6939
H -1.8964 -0.7375 0.0041
H -3.7341 1.2807 1.2884
H -4.1353 0.7300 -0.3253
H -1.3586 1.7954 0.3428
H -2.6861 2.8229 -0.1892
H -2.9398 1.7157 -2.2547
H -1.8606 0.3894 -1.8081
H -0.9695 2.2080 -3.4361
H -1.0169 3.2996 -2.0721
H 0.5638 1.7956 -0.8271
H 1.2065 2.6996 -2.1680
H 0.6793 1.1347 -4.4118
H 1.5810 -0.3380 -4.2298
H -0.4351 -1.3495 -4.7517
H -0.8098 -1.1115 -3.0422
H -1.3998 0.0349 -4.2292
H 1.1700 -1.4072 -2.0328
H 0.7524 -0.4075 -0.6535
H 1.6031 -2.9617 -0.6779
H 2.8150 -3.4384 0.4946
H 0.3721 -1.7496 0.9573
H 1.8446 -1.3629 1.8661
H 0.1787 -3.9070 1.9104
H 1.8593 -3.9337 2.4345
H -0.0710 -1.8817 3.5574
H -0.0055 -3.5105 4.2323
H 2.4289 -1.6733 4.0142
H 2.3841 -3.2702 4.7285
H 0.6289 -2.3513 6.3959
H 2.2738 -1.7709 6.5796
H 0.0760 -0.2564 5.0932
H 1.7151 0.3241 5.4198
H 2.0105 1.5044 7.3236
H 0.6415 1.5930 8.4510
H 0.4544 2.1850 6.7863
H 3.7005 1.3855 -3.0278
H 5.1478 0.9443 -5.0093
H 5.9813 -1.3651 -5.3951
H 4.1501 -2.7628 -2.0091
C -3.8556 6.8682 -1.4866
C -2.8642 6.2860 -0.4977
O -1.9437 5.3884 -1.1135
H -4.4072 6.0709 -1.9855
H -4.5677 7.5239 -0.9840
H -3.3406 7.4533 -2.2521
H -3.3806 5.6946 0.2579
H -2.3234 7.0853 0.0194
H -1.4490 5.8791 -1.7777
*
```


The following is a DFT calculation (ωB97M-V/def2-TZVPD) of a structure of composition C6H14N2O3.

HOMO energy	-8.323	eV
LUMO	0.010	hartree

Geometry as ORCA input:
```
! wB97M-V def2-TZVPD RIJCOSX def2/J DEFGRID3
* xyz 0 1
C -1.7932 -0.1145 2.1003
C -0.3903 -0.7676 1.7404
C 0.2326 0.5967 -0.8325
C 0.8384 1.3814 -1.9264
C -0.4215 -0.7619 -0.9371
C -0.0067 -1.4561 0.4332
H -1.7517 0.8511 2.6756
H -2.0838 0.3136 1.0394
H -2.3436 -1.0539 2.9373
H -0.0514 -1.2936 2.5459
H -0.2091 1.3483 1.8376
H 1.8279 -0.0257 0.4067
H -0.5407 1.2720 -0.4466
H 0.4054 1.3177 -2.9408
H 2.0175 1.2725 -2.4527
H 1.2023 3.1070 -1.0459
H -1.3939 -0.9063 -1.3187
H -0.0686 -1.8279 -2.5893
H -0.6645 -2.2428 0.3602
H 1.4471 -2.1523 -0.4467
N 0.4250 0.5078 1.6426
N 1.1151 0.7739 0.3501
O 0.5109 2.9024 -1.7494
O 0.3821 -1.3090 -1.8827
O 1.3149 -1.7332 0.4994
*
```


The following is a DFT calculation (ωB97M-V/def2-TZVPD) of a structure of composition C35H32N5O2P2RuS4Sb.

HOMO energy (alpha / beta)	-6.674 / -7.086	eV
LUMO (alpha / beta)	0.005 / -0.027	hartree
⟨S²⟩	6.020

Geometry as ORCA input:
```
! wB97M-V def2-TZVPD RIJCOSX def2/J DEFGRID3
* xyz 0 5
Ru -0.3189 -1.4129 -1.1956
N 7.9028 1.6179 -2.0413
C 6.7195 0.9918 -2.3270
C 6.1621 0.0865 -1.4172
C 5.0179 -0.6114 -1.7378
C 4.4201 -0.4186 -2.9693
C 4.9404 0.4857 -3.8782
C 6.0793 1.1941 -3.5560
S 3.0074 -1.3951 -3.4206
O 3.3503 -2.7674 -2.9423
O 2.7918 -1.3664 -4.8302
N 1.6900 -0.9964 -2.5746
C 1.0846 0.0796 -3.0940
N -0.2405 0.1873 -2.8668
C -0.8736 1.2248 -3.3815
C -0.2152 2.1756 -4.1410
C 1.1527 1.9911 -4.3038
N 1.8003 0.9679 -3.7883
H 8.2269 1.5959 -1.0895
H 8.1702 2.4167 -2.5887
H 6.6456 -0.0670 -0.4637
H 4.5967 -1.3133 -1.0374
H 4.4433 0.6132 -4.8253
H 6.4991 1.9064 -4.2522
H -1.9367 1.2853 -3.1688
H -0.7314 3.0200 -4.5642
H 1.7620 2.6938 -4.8561
S 2.9764 -2.6145 0.4737
Sb 2.6396 -4.0169 -1.2673
S -0.7281 -3.1650 -2.9618
S 0.0075 -4.0472 -1.3185
C -3.6156 -0.6147 -0.6049
N -2.7020 -0.2865 0.5121
P -1.6034 0.9021 -0.2007
C -2.6549 2.3808 0.0579
C -2.2651 3.5528 -0.5846
C -3.0157 4.7059 -0.4492
C -4.1710 4.6943 0.3165
C -4.5672 3.5296 0.9530
C -3.8181 2.3760 0.8208
C -0.3065 1.2239 1.0510
C 0.9296 0.6164 0.8306
C 1.9993 0.8602 1.6705
C 1.8494 1.7450 2.7274
C 0.6314 2.3707 2.9425
C -0.4437 2.1184 2.1083
P -1.7251 -1.6916 0.8105
C -0.9898 -1.3132 2.4326
C -1.6141 -0.5521 3.4140
C -0.9571 -0.3144 4.6072
C 0.3088 -0.8383 4.8247
C 0.9181 -1.6193 3.8582
C 0.2671 -1.8589 2.6640
C -3.0043 -2.8586 1.3938
C -4.1613 -2.3970 2.0178
C -5.0786 -3.2957 2.5269
C -4.8389 -4.6573 2.4304
C -3.6847 -5.1195 1.8197
C -2.7684 -4.2245 1.2940
H -4.1236 0.2940 -0.9317
H -4.3583 -1.3406 -0.2771
H -3.0709 -1.0440 -1.4706
H -1.3640 3.5510 -1.1856
H -2.7036 5.6178 -0.9377
H -4.7662 5.5908 0.4119
H -5.4621 3.5189 1.5622
H -4.1236 1.4670 1.3178
H 1.0635 -0.0729 -0.0221
H 2.9357 0.3486 1.5022
H 2.6840 1.9501 3.3826
H 0.5158 3.0568 3.7691
H -1.3900 2.6106 2.2786
H -2.5944 -0.1370 3.2331
H -1.4289 0.2930 5.3676
H 0.8186 -0.6284 5.7539
H 1.9075 -2.0232 4.0154
H 0.7449 -2.4467 1.8874
H -4.3350 -1.3337 2.0974
H -5.9828 -2.9372 3.0014
H -5.5559 -5.3580 2.8343
H -3.5026 -6.1823 1.7496
H -1.8683 -4.5706 0.8005
*
```


The following is a DFT calculation (ωB97M-V/def2-TZVPD) of a structure of composition C4H2F8NO6RhS2.

HOMO energy (alpha / beta)	-10.742 / -10.725	eV
LUMO (alpha / beta)	-0.106 / -0.107	hartree

Geometry as ORCA input:
```
! wB97M-V def2-TZVPD RIJCOSX def2/J DEFGRID3
* xyz 0 1
Rh -0.4518 -0.0186 0.0205
F 2.6010 1.8474 3.0394
C 3.0028 2.3927 1.9039
F 2.5581 3.6399 1.8212
F 4.3236 2.3827 1.8382
S 2.3203 1.4627 0.4615
O 0.8702 1.4986 0.7313
O 2.7668 2.0977 -0.7280
N 2.9207 0.0440 0.7644
S 2.5741 -1.2286 -0.0544
O 1.1435 -1.2416 -0.4585
O 3.0598 -2.4150 0.5476
C 3.4704 -1.0858 -1.6771
F 3.5708 -2.2934 -2.2154
F 2.8152 -0.2890 -2.5062
F 4.6833 -0.5988 -1.4507
O -2.4786 0.2560 0.3584
C -2.4770 -0.5213 1.3791
O -1.4240 -1.0892 1.7346
H -3.4078 -0.6629 1.9366
F 0.3866 0.8443 -2.5101
C -0.7528 0.7172 -1.8248
F -1.3537 1.9023 -1.8071
H -1.4051 -0.0506 -2.2745
*
```


The following is a DFT calculation (ωB97M-V/def2-TZVPD) of a cluster of 2 separate species, C4H13N2O in total.

HOMO energy	-14.536	eV
LUMO	-0.115	hartree

Geometry as ORCA input:
```
! wB97M-V def2-TZVPD RIJCOSX def2/J DEFGRID3
* xyz 1 1
C -0.5524 -1.2023 -1.8909
C -1.4621 -1.6242 -0.6938
N 0.8075 -0.9823 -1.3700
H -0.7036 -2.0947 -2.6220
H -1.0985 -0.3184 -2.2879
H -1.7335 -0.9276 0.1469
H -1.1817 -2.5413 -0.2406
H 1.2834 -1.8782 -1.0143
H 1.2611 -0.6786 -2.2680
H 0.7928 -0.3124 -0.5909
H -2.3882 -1.9308 -1.2199
C -0.4825 1.3943 2.1701
C 0.3528 0.9413 1.0013
O 0.6928 -0.2151 1.0517
N 0.8100 1.8730 0.0232
H -0.5081 0.8045 3.0714
H -1.6124 1.5036 2.0213
H 1.6578 1.7516 -0.3550
H 0.4174 2.8134 0.2071
H -0.1852 2.2401 2.6454
*
```


The following is a DFT calculation (ωB97M-V/def2-TZVPD) of a cluster of 3 separate species, C4H14NO3 in total.

HOMO energy (alpha / beta)	-3.821 / -7.342	eV
LUMO (alpha / beta)	0.010 / 0.005	hartree
⟨S²⟩	0.753

Geometry as ORCA input:
```
! wB97M-V def2-TZVPD RIJCOSX def2/J DEFGRID3
* xyz 0 2
O -0.6243 1.9671 -0.5915
C -0.7074 0.7801 -1.0635
C 0.2551 -0.2610 -0.5974
C -0.2286 -1.7024 -0.7086
C -0.3640 -2.1326 -2.1482
N 0.5440 0.0958 0.8254
H -1.2617 0.5399 -1.9871
H 1.2179 -0.1897 -1.1198
H -1.2124 -1.7271 -0.2349
H 0.3884 -2.3749 -0.1222
H -1.2776 -1.7411 -2.5964
H 0.4328 -1.7443 -2.7797
H -0.4257 -3.2116 -2.3172
H -0.3297 0.0117 1.3458
H 0.9546 1.0438 0.8566
H 1.2051 -0.5266 1.2924
H 3.0744 2.6459 0.3918
H 2.0288 2.9407 1.4658
O 2.1291 2.5464 0.5892
H -1.9261 -1.8044 2.6729
H -1.3448 -0.8318 3.7301
O -1.2632 -1.1211 2.8072
*
```


The following is a DFT calculation (ωB97M-V/def2-TZVPD) of the ion C4H4PS with charge -1.

HOMO energy	-2.510	eV
LUMO	0.148	hartree
SMILES	[S-]C1=[PH]=CC=C1

Geometry as ORCA input:
```
! wB97M-V def2-TZVPD RIJCOSX def2/J DEFGRID3
* xyz -1 1
S 2.2010 2.0317 -2.2091
C 1.0611 0.8177 -1.2751
P -0.6110 0.4791 -1.8533
C -0.8579 -0.3179 -0.2438
C 0.2991 -0.4941 0.4499
C 1.4353 0.1459 -0.1240
H -1.1488 1.8976 -1.9194
H -1.8104 -0.6968 0.0942
H 0.4530 -1.0597 1.3303
H 2.4322 0.0625 0.2211
*
```


The max |F| results, record by record, are as follows: 0.013, 0.013, 0.119, 0.031, 0.022, 0.137, 0.019, 0.087 Eh/bohr.